[1]
This record from OMol25 describes a molecular structure, C3H12BN3O7Pd. The level of theory is ωB97M-V/def2-TZVPD.

The total charge is -2. The electronic energy is -965.0171 Ha. As for the multiplicity: 3. For the LUMO energy (spin up / spin down), the calculation gives 0.1680 / 0.1680 Eh. Its highest occupied orbital energy (spin up / spin down) is -0.0077 / -0.0006 hartree. The molar mass is 319.4 g mol⁻¹. The calculation puts the HOMO-LUMO gap (spin up / spin down) at 4.8 / 4.6 eV.

Last column: Mulliken spin population.
Geometry (Å):
N -2.3541 -1.0205 -1.6408  -0.003
H -1.8653 -0.5799 -2.4090  0.001
H -3.3459 -1.2003 -1.6895  0.000
H -2.1021 -0.6163 -0.7054  0.002
H -1.8308 -1.9583 -1.5654  0.002
Pd 0.4820 -0.7946 0.7061  1.336
B 1.9916 -0.0058 2.4274  0.011
H 1.1331 0.5739 1.9314  0.004
H 2.9853 0.3274 1.8915  -0.003
H 2.1307 0.3027 3.5482  0.008
H 1.8736 -1.1675 2.3861  0.031
C -2.0954 -1.2794 1.6529  -0.015
O -2.8753 -2.2396 1.3570  0.014
O -1.7340 -0.3806 0.8102  0.089
O -1.0068 -1.6598 2.2354  0.275
C 0.2616 -2.8501 -1.1114  -0.013
O -0.9272 -3.3952 -1.2671  0.002
O 0.4644 -1.6672 -1.4997  0.054
O 0.6460 -3.0324 0.1183  0.187
C 0.9393 2.2687 -0.8109  0.003
O 0.8340 1.1063 -0.5069  0.014
N 1.5160 3.1401 0.0686  0.000
N 0.5337 2.8646 -1.9697  0.000
H 1.6148 4.0990 -0.2149  0.000
H 1.9472 2.8710 0.9370  0.001
H 0.7660 3.8404 -1.9596  0.000
H 0.0174 2.4532 -2.7198  0.000

Forces on the atoms, in the same order (eV/Å):
N 0.915 -1.237 -0.244
H -0.418 0.235 -0.127
H -0.019 0.215 -0.305
H -0.027 0.530 1.403
H 0.167 -0.874 0.124
Pd -0.590 -3.017 1.317
B 1.449 0.295 0.376
H -1.403 1.537 -0.169
H 1.234 0.313 -0.707
H -0.229 0.313 1.319
H -0.159 -1.350 -0.280
C 3.865 -6.046 -3.527
O -2.823 2.128 1.125
O -2.401 4.116 -2.353
O 1.184 0.409 3.406
C -5.693 1.949 5.800
O 0.585 -0.853 -3.409
O 1.428 1.542 -3.763
O 2.828 -0.919 0.660
C 0.303 -1.421 1.540
O -0.338 0.490 -1.571
N 0.230 1.568 -0.267
N 0.384 1.049 0.082
H 0.137 0.017 0.293
H -0.214 -0.706 -0.122
H -0.435 0.062 -0.825
H 0.038 -0.347 0.224



[2]
This record from OMol25 describes 4 unconnected molecules or ions with the total composition C3H12BrO3. The level of theory is ωB97M-V/def2-TZVPD.

The value obtained for the energy relative to the best compared isomer or geometry (same formula, charge and spin) is 32.3 kcal/mol. The total charge is -1. The electronic energy is -2921.2491 Ha. As for the multiplicity: 1. For the LUMO energy, the calculation gives 0.1202 Eh. Its highest occupied orbital energy is -0.1403 hartree. The molar mass is 176.0 g mol⁻¹. The calculation puts the HOMO-LUMO gap at 7.1 eV.

Last column: Mulliken charge in e.
Geometry (Å):
Br -2.2626 -0.4195 0.5462  -0.870
C 0.7516 -2.1149 -0.5957  -0.502
O 0.5374 -1.0504 -1.4864  -0.515
H 0.3421 -3.0102 -1.0348  0.295
H 1.8279 -2.1916 -0.6508  0.170
H 0.3442 -2.0129 0.3751  0.217
H -0.4010 -0.8359 -1.4824  0.188
C -1.9266 1.7673 -2.0195  -0.376
O -1.7404 2.3545 -0.6817  -0.471
H -1.2995 0.9092 -2.1769  0.022
H -2.9875 1.4192 -1.9785  0.236
H -1.7368 2.4264 -2.8381  0.307
H -1.0090 1.8076 -0.3460  0.291
C 1.3112 0.3274 2.5117  -0.396
O 2.0970 -0.4061 1.6875  -0.436
H 0.4716 0.6795 1.8542  0.062
H 0.9551 -0.2278 3.3817  0.242
H 1.7797 1.2475 2.8471  0.287
H 2.9455 -0.6692 2.0874  0.249

Forces on the atoms, in the same order (eV/Å):
Br 0.087 -0.468 0.100
C 0.728 -0.293 -1.654
O -0.379 0.788 -0.371
H -0.259 -0.749 -0.106
H 0.397 -0.404 0.783
H -0.227 0.544 1.027
H -0.308 0.052 0.403
C -1.723 -0.240 2.071
O 1.241 -0.198 -1.997
H 0.257 -0.435 0.162
H 0.796 0.164 -0.605
H 0.007 0.990 -0.342
H -0.648 0.246 0.481
C -1.969 1.700 0.124
O 2.350 -1.684 -1.305
H 0.274 -0.608 0.967
H -0.298 -0.002 -0.011
H 0.394 0.299 0.334
H -0.722 0.297 -0.061



[3]
This record from OMol25 describes a molecular structure, C3H12ClO3V. The level of theory is ωB97M-V/def2-TZVPD.

The value obtained for the energy relative to the best compared isomer or geometry (same formula, charge and spin) is 0.0 kcal/mol. The total charge is +1. The electronic energy is -1750.9372 Ha. As for the multiplicity: 4. For the LUMO energy (spin up / spin down), the calculation gives -0.3202 / -0.3014 Eh. Its highest occupied orbital energy (spin up / spin down) is -0.4482 / -0.4483 hartree. The molar mass is 182.5 g mol⁻¹. The calculation puts the HOMO-LUMO gap (spin up / spin down) at 3.5 / 4.0 eV.

Last column: Mulliken spin population.
Geometry (Å):
V -4.1654 0.8338 0.2653  3.082
Cl -1.5552 0.4178 0.2480  -0.080
C 0.5397 3.7511 0.0151  0.000
O 1.2277 2.5137 0.2053  -0.002
H 1.3390 4.4533 -0.2220  0.000
H -0.2369 3.7423 -0.7498  0.000
H 0.0512 3.9943 0.9586  0.000
H 0.6115 1.7959 0.3685  0.001
C -0.3259 -3.1015 2.2645  0.000
O -0.8479 -2.9685 0.9713  -0.001
H -1.0185 -2.6965 3.0022  0.000
H 0.0183 -4.0701 2.6272  0.000
H 0.5722 -2.4867 2.3234  0.000
H -1.2564 -2.1035 1.0524  0.000
C 1.0362 -0.6000 -2.5334  0.000
O 0.4275 -1.4512 -1.5576  -0.002
H 1.6533 -1.1642 -3.2327  0.000
H 0.2752 -0.0473 -3.0843  0.000
H 1.6966 0.0525 -1.9622  0.000
H -0.0422 -0.8651 -0.9597  0.002

Forces on the atoms, in the same order (eV/Å):
V 3.236 -0.576 -0.063
Cl -3.423 0.654 0.179
C 0.356 -0.620 0.773
O 0.000 -0.074 -0.494
H -0.419 0.199 -0.007
H 0.182 -0.156 -0.380
H 0.023 0.530 0.077
H -0.090 0.143 0.038
C 1.189 0.825 1.300
O -0.632 -0.405 -0.156
H -0.159 -0.182 0.243
H -0.570 -0.416 -0.820
H 0.246 0.175 0.203
H -0.105 -0.004 -0.702
C 0.180 0.050 0.812
O -0.066 -0.317 -0.535
H -0.264 -0.259 0.182
H 0.103 0.189 -0.134
H 0.124 0.497 -0.505
H 0.088 -0.253 -0.011



[4]
This record from OMol25 describes a molecular structure, C3H12F9O15S3Y. The level of theory is ωB97M-V/def2-TZVPD.

The value obtained for the energy relative to the best compared isomer or geometry (same formula, charge and spin) is 0.0 kcal/mol. The total charge is +1. The electronic energy is -3381.6718 Ha. As for the multiplicity: 2. For the LUMO energy (spin up / spin down), the calculation gives -0.1285 / -0.3704 Eh. Its highest occupied orbital energy (spin up / spin down) is -0.4613 / -0.4613 hartree. The molar mass is 644.2 g mol⁻¹. The calculation puts the HOMO-LUMO gap (spin up / spin down) at 9.1 / 2.5 eV.

Last column: Mulliken spin population.
Geometry (Å):
Y 0.0962 -0.0355 -0.4141  -0.003
C -0.1231 3.3928 2.6688  0.163
F 0.3244 4.4807 3.2864  0.046
F -0.1220 2.3341 3.5444  0.039
F -1.2840 3.5102 2.0249  0.053
S 1.3268 2.9407 1.5000  -0.034
O 0.7991 1.8228 0.7324  0.079
O 1.6204 4.1075 0.7144  0.068
O 2.3826 2.5421 2.4630  0.587
C -2.9094 -0.2421 3.6464  0.000
F -2.8709 -0.6921 4.9031  0.000
F -4.1157 -0.4666 3.0887  0.000
F -2.6433 1.0730 3.6141  0.000
S -1.5684 -1.1732 2.5805  0.000
O -0.4179 -1.4848 3.4337  0.000
O -2.2658 -2.4341 2.1408  0.000
O -1.1472 -0.3510 1.4625  -0.001
C 2.2810 -2.8531 -3.7077  0.000
F 3.4216 -2.1120 -3.9752  0.000
F 2.1671 -3.7772 -4.6873  0.000
F 2.3668 -3.3771 -2.4928  0.000
S 0.7886 -1.5638 -3.8300  0.000
O 0.6408 -1.1350 -2.4067  -0.001
O 1.1947 -0.5007 -4.7342  0.000
O -0.3758 -2.2986 -4.3440  0.000
O 0.0016 -2.3305 -0.0431  0.000
H 0.4278 -2.7835 0.6845  0.000
H -0.5432 -3.0002 -0.4566  0.000
O -1.9226 -0.8766 -1.4261  0.000
H -2.4911 -0.5590 -2.1277  0.000
H -2.2234 -1.7699 -1.2593  0.000
O -1.8979 1.5652 -0.2235  0.000
H -2.6937 1.0575 -0.0643  0.000
H -2.2095 2.3873 -0.6020  0.000
O 0.0755 1.5542 -2.2064  0.002
H 0.8408 1.9477 -2.6256  0.000
H -0.6724 1.9318 -2.6693  0.000
O 1.4825 -0.5526 1.4225  0.001
H 1.1237 -0.7521 2.2872  0.000
H 2.4296 -0.6413 1.5294  0.000
O 2.5542 0.3158 -0.9750  0.000
H 3.2504 -0.3273 -1.1091  0.000
H 2.9012 1.1263 -1.3479  0.000

Forces on the atoms, in the same order (eV/Å):
Y -0.072 -0.677 -1.024
C -0.601 -0.837 3.405
F -1.232 -0.858 -0.937
F -0.619 1.827 -1.600
F 2.297 0.023 0.876
S 1.428 -0.100 -4.049
O -0.089 1.183 0.704
O -0.576 -0.307 0.795
O -0.566 0.022 0.887
C 0.469 -0.624 -0.699
F -0.125 0.426 -1.172
F 1.040 0.305 0.653
F -0.247 -0.336 0.167
S -1.160 -6.153 1.353
O -0.587 1.252 -0.262
O 1.055 3.456 0.731
O -0.493 2.019 -1.042
C -0.199 1.951 -1.942
F -1.151 -1.129 0.722
F 0.126 0.747 1.595
F 0.104 -0.236 -0.471
S -1.324 -0.687 -1.882
O 0.407 -0.206 -0.047
O 0.484 -0.539 1.314
O 1.531 0.396 1.473
O 0.197 -0.352 -0.069
H 0.110 -0.051 0.528
H -0.106 -0.238 -0.345
O -0.313 0.125 0.363
H 0.002 0.140 -0.462
H -0.129 -0.387 0.121
O 0.212 0.079 -0.197
H -0.284 -0.388 0.312
H 0.101 0.414 -0.123
O -0.040 0.419 0.338
H 0.383 -0.122 -0.365
H -0.311 0.004 -0.178
O 0.771 -0.424 -0.193
H -0.884 -0.337 0.906
H 0.393 0.074 -0.227
O -0.265 0.312 0.432
H 0.112 -0.497 -0.261
H 0.153 0.314 -0.130



[5]
This record from OMol25 describes a molecular structure, C3H12IN4. The level of theory is ωB97M-V/def2-TZVPD.

The value obtained for the energy relative to the best compared isomer or geometry (same formula, charge and spin) is 36.9 kcal/mol. The total charge is +1. The electronic energy is -637.8157 Ha. As for the multiplicity: 1. For the LUMO energy, the calculation gives -0.1244 Eh. Its highest occupied orbital energy is -0.4286 hartree. The molar mass is 231.1 g mol⁻¹. The calculation puts the HOMO-LUMO gap at 8.3 eV.

Last column: Mulliken charge in e.
Geometry (Å):
C -1.8448 1.3485 1.0621  -1.320
C -0.6706 -0.6805 0.1798  -0.865
C -0.4832 0.6722 0.8328  0.066
N 1.0012 -2.5434 -0.8392  -0.533
N 1.6011 -0.3140 -1.0718  -0.631
N 1.0812 -1.3244 -0.1980  0.170
N 0.2424 1.5776 -0.0122  -0.304
I 0.7234 0.6729 2.6357  0.259
H -1.8672 1.9484 1.8756  0.405
H -2.5645 0.4879 1.2228  0.335
H -2.1237 1.8174 0.2088  0.477
H -1.2203 -0.7059 -0.7049  0.360
H -1.0784 -1.5191 0.8051  0.479
H 0.5793 -3.1939 -0.1911  0.234
H 1.2377 -2.7666 -1.7849  0.187
H 2.5765 -0.1494 -0.9057  0.273
H 1.4460 -0.5110 -2.0729  0.261
H -0.3186 1.7402 -0.9845  0.436
H 0.5390 2.3618 0.3934  0.333
H 1.1434 1.0815 -0.4509  0.375

Forces on the atoms, in the same order (eV/Å):
C 0.002 -5.349 0.717
C 3.892 -2.000 1.353
C -1.302 -0.351 1.167
N -0.440 -0.260 1.516
N -0.158 -0.546 -0.634
N -2.506 2.046 -0.066
N -0.403 -3.146 -7.039
I -0.266 -0.390 -0.087
H -0.062 2.051 2.446
H 0.487 1.197 0.038
H -0.999 1.596 -2.626
H -0.712 0.427 -1.886
H 0.582 1.219 -0.110
H 0.426 -0.415 -0.700
H -0.172 0.352 -0.284
H 0.751 -0.631 0.065
H 0.067 0.038 0.513
H 1.393 0.089 2.935
H 0.808 4.414 2.167
H -1.388 -0.341 0.515